(1)
Molecular formula: C45H36GeIIrNO2P
Method: DFT, ωB97M-V/def2-TZVPD

Atoms and positions in Å:
Ir 1.05 -0.15 -0.16
I 0.71 0.05 2.48
C 1.25 1.98 3.12
C 1.72 1.96 4.40
C 1.88 3.15 5.14
C 1.50 4.32 4.57
C 1.06 4.38 3.22
C 0.72 5.63 2.67
C 0.38 5.75 1.36
C 0.43 4.61 0.54
C 0.70 3.36 1.04
P 0.85 2.14 -0.32
C 2.18 2.83 -1.34
C 1.97 3.62 -2.46
C 3.05 4.09 -3.19
C 4.35 3.76 -2.81
C 4.56 2.97 -1.69
C 3.48 2.51 -0.95
C -0.69 2.32 -1.26
C -1.87 2.77 -0.68
C -3.05 2.78 -1.43
C -3.05 2.35 -2.75
C -1.87 1.89 -3.32
C -0.70 1.87 -2.58
C 0.99 3.19 2.43
H 1.95 1.01 4.87
H 2.27 3.11 6.15
H 1.54 5.25 5.14
H 0.73 6.50 3.32
H 0.13 6.71 0.93
H 0.24 4.73 -0.52
H 0.96 3.88 -2.78
H 2.89 4.70 -4.06
H 5.18 4.12 -3.39
H 5.57 2.72 -1.38
H 3.65 1.88 -0.08
H -1.89 3.10 0.35
H -3.97 3.13 -0.97
H -3.96 2.37 -3.32
H -1.87 1.54 -4.35
H 0.21 1.47 -3.02
O 2.36 -0.49 -2.15
C 3.17 -1.11 -1.43
C 4.45 -1.81 -1.83
C 4.96 -2.34 -0.48
C 3.93 -1.88 0.55
O 3.97 -2.06 1.74
N 2.93 -1.20 -0.13
H 5.12 -1.12 -2.31
H 4.22 -2.60 -2.55
H 5.94 -1.96 -0.20
H 5.01 -3.43 -0.44
C -0.64 -0.87 -0.84
Ge -1.62 -2.41 -0.16
C -3.55 -2.13 -0.37
C -4.41 -3.22 -0.32
C -5.79 -3.02 -0.38
C -6.31 -1.74 -0.48
C -5.45 -0.65 -0.53
C -4.08 -0.84 -0.48
C -1.14 -3.99 -1.20
C -1.82 -4.21 -2.40
C -1.49 -5.28 -3.21
C -0.48 -6.15 -2.84
C 0.21 -5.95 -1.65
C -0.12 -4.87 -0.84
C -1.36 -2.52 1.79
C -0.26 -3.16 2.38
C -0.13 -3.20 3.77
C -1.07 -2.57 4.58
C -2.14 -1.90 4.00
C -2.29 -1.88 2.61
H -1.05 -0.42 -1.75
H -4.02 -4.22 -0.24
H -6.45 -3.88 -0.33
H -7.38 -1.59 -0.51
H -5.85 0.36 -0.62
H -3.41 0.02 -0.52
H -2.62 -3.53 -2.70
H -2.02 -5.43 -4.15
H -0.23 -7.00 -3.47
H 1.00 -6.63 -1.35
H 0.43 -4.72 0.09
H 0.49 -3.65 1.78
H 0.71 -3.71 4.22
H -0.98 -2.61 5.65
H -2.88 -1.41 4.62
H -3.14 -1.37 2.17

Calculated values
gap between HOMO and LUMO (alpha / beta): 6.1 / 7.2 eV
⟨S²⟩: 0.78
total charge: +1
2S+1: 2
HOMO (alpha / beta): -9.92 / -11.01 eV

These are the Mulliken partial charges, in e, on atoms 1 to 8: 1.70 0.54 0.44 -0.78 -0.94 -0.94 0.76 -0.73

(2)
Molecular formula: C32H32BiF5N6O5STe
Method: DFT, ωB97M-V/def2-TZVPD

Atoms and positions in Å:
Bi 1.19 -0.44 1.05
C 0.58 -4.84 -2.76
C 1.49 -5.33 -1.73
C 1.99 -4.48 -0.82
C 1.57 -3.10 -0.77
C 0.51 -2.60 -1.70
C 0.16 -3.58 -2.76
N 2.20 -2.26 0.04
N 3.37 -2.61 0.55
C 3.86 -1.74 1.50
C 5.16 -1.98 2.00
C 5.73 -1.13 2.92
C 5.04 0.00 3.39
C 3.76 0.25 2.91
C 3.17 -0.60 1.98
H 0.27 -5.51 -3.55
H 1.80 -6.37 -1.74
H 2.72 -4.79 -0.09
H 0.77 -1.63 -2.13
H -0.46 -3.22 -3.57
H 5.69 -2.86 1.64
H 6.73 -1.33 3.29
H 5.49 0.66 4.11
H 3.22 1.12 3.27
O 3.44 3.11 -4.36
C 2.75 1.99 -4.09
O 2.08 1.46 -4.92
C 2.90 1.45 -2.71
C 4.05 1.07 -2.05
N 3.69 0.53 -0.89
N 2.35 0.53 -0.76
C 1.85 1.08 -1.85
C 0.36 1.36 -1.92
O 0.01 2.41 -2.45
O -0.34 0.46 -1.35
H 3.85 3.46 -3.56
H 5.09 1.14 -2.35
H 4.24 0.13 -0.14
C -2.80 5.96 0.18
C -2.01 4.99 -0.70
C -0.81 4.36 0.00
N -1.27 3.48 1.08
C -0.54 2.55 1.66
S 1.14 2.45 1.40
N -1.16 1.67 2.51
C -2.54 1.34 2.69
O -2.92 1.13 3.81
C -3.42 1.21 1.49
C -4.80 1.22 1.72
C -5.68 1.05 0.67
C -5.20 0.89 -0.62
C -3.83 0.85 -0.85
C -2.94 0.99 0.20
H -3.65 6.37 -0.37
H -2.17 6.79 0.51
H -3.21 5.47 1.07
H -1.63 5.51 -1.58
H -2.65 4.18 -1.06
H -0.16 5.13 0.43
H -0.22 3.78 -0.70
H -2.26 3.49 1.27
H -0.59 1.32 3.27
H -5.15 1.35 2.74
H -6.75 1.05 0.86
H -5.89 0.77 -1.45
H -3.44 0.73 -1.86
H -1.88 0.89 0.00
F -1.55 -1.56 2.51
C -1.21 -2.95 2.61
F -0.26 -3.08 1.47
C -0.17 -2.87 3.70
F 0.77 -1.87 3.51
F 0.52 -4.02 3.79
F -0.74 -2.62 4.88
C -2.37 -1.52 -2.59
Te -1.41 -1.89 -0.73
C -2.34 -3.79 -0.64
H -2.44 -2.43 -3.18
H -1.83 -0.74 -3.13
H -3.38 -1.17 -2.36
H -3.35 -3.69 -1.04
H -2.39 -4.10 0.41
H -1.76 -4.50 -1.23

Calculated values
gap between HOMO and LUMO (alpha / beta): 5.6 / 5.6 eV
2S+1: 1
HOMO (alpha / beta): -6.75 / -6.72 eV

These are the Mulliken partial charges, in e, on atoms 1 to 8: 1.47 -0.53 -0.76 -0.88 -0.12 1.57 -1.00 1.02

(3)
Molecular formula: C4H7NO2
Method: DFT, ωB97M-V/def2-TZVPD

Atoms and positions in Å:
O 0.23 2.50 2.14
C 0.46 1.34 1.89
N -0.58 0.60 1.24
C -0.21 -0.55 0.42
C 0.29 -0.12 -0.99
C -0.22 -1.14 -1.97
O -1.27 -1.17 -2.59
H 1.49 0.96 2.15
H -1.46 1.08 0.90
H -1.06 -1.24 0.24
H 0.64 -1.14 0.93
H 1.40 0.02 -1.11
H -0.14 0.87 -1.12
H 0.43 -2.02 -2.13

Calculated values
gap between HOMO and LUMO (alpha / beta): 10.3 / 4.6 eV
⟨S²⟩: 0.78
total charge: +1
2S+1: 2
HOMO (alpha / beta): -14.82 / -14.30 eV

These are the Mulliken partial charges, in e, on atoms 1 to 8: -0.29 0.15 -0.02 -0.63 -0.30 -0.15 -0.36 0.39

(4)
Molecular formula: C6H12ClN2
Method: DFT, ωB97M-V/def2-TZVPD

Atoms and positions in Å:
C 1.89 -1.64 -1.20
C 1.89 -0.62 -0.39
C -0.06 1.22 -0.43
C -1.11 -1.05 -0.10
C 0.11 0.06 1.83
C -0.16 0.02 0.36
N 0.60 2.28 0.02
N -0.61 1.29 -1.64
Cl 3.05 0.35 0.29
H 2.80 -2.07 -1.58
H 0.98 -2.13 -1.52
H -1.01 -1.93 0.53
H -2.14 -0.69 0.00
H -0.96 -1.34 -1.13
H -0.77 0.45 2.36
H 0.29 -0.95 2.20
H 0.97 0.67 2.10
H 1.02 2.28 0.94
H 0.72 3.10 -0.55
H -1.15 0.53 -2.01
H -0.48 2.11 -2.22

Calculated values
gap between HOMO and LUMO (alpha / beta): 8.0 / 6.8 eV
⟨S²⟩: 2.01
total charge: +1
2S+1: 3
HOMO (alpha / beta): -10.71 / -13.41 eV

These are the Mulliken partial charges, in e, on atoms 1 to 8: -0.63 0.43 0.35 -1.76 -1.65 1.25 -0.31 -0.35

(5)
Molecular formula: C4H5N3
Method: DFT, ωB97M-V/def2-TZVPD

Atoms and positions in Å:
C 0.80 -1.64 0.25
C -1.48 -0.23 -0.31
C 1.02 0.86 0.44
C 0.76 -0.36 -0.34
N 0.54 -2.66 0.72
N -2.00 0.94 0.32
N -1.82 1.01 -0.90
H -2.02 -1.20 -0.47
H 1.01 0.72 1.49
H 2.05 1.23 0.11
H 0.25 1.67 0.17
H 0.90 -0.33 -1.49

Calculated values
gap between HOMO and LUMO: 9.2 eV
2S+1: 1
HOMO: -9.36 eV

These are the Mulliken partial charges, in e, on atoms 1 to 8: 0.26 0.03 -0.98 -0.09 -0.47 -0.21 -0.17 0.37

Number 1: F_max 1.60 eV Å⁻¹. Number 2: F_max 1.14 eV Å⁻¹. Number 3: F_max 3.11 eV Å⁻¹. Number 4: F_max 3.67 eV Å⁻¹. Number 5: F_max 4.71 eV Å⁻¹.